# 1
The following is a quantum chemistry calculation of a cluster of 3 separate species, C16H36Cl2FO8P2 in total, from OMol25.

XYZ file:
```
65
Properties=species:S:1:pos:R:3:forces:R:3
C 0.58278 -3.49462 2.13517 -0.3041 -0.0622 -0.2025
C -0.54533 -2.45994 2.01972 -0.3151 -0.5592 0.6005
O -1.76909 -3.06641 2.52629 0.0405 0.0519 -0.3934
C -0.28086 -1.19058 2.80000 0.4164 0.0963 -0.2765
P 0.87151 0.15353 2.10578 -1.1279 -0.2805 -0.3246
Cl 2.30280 1.80194 1.43984 0.3135 0.5615 -0.1127
C 0.26829 0.10292 0.30824 0.8293 0.1482 0.4222
C 1.20356 -0.38383 -0.77419 -0.5606 -0.1394 -0.7484
C 1.26987 -1.88494 -0.94174 0.5550 0.1039 -0.2934
O 0.70720 0.19536 -2.02522 0.2242 0.1022 0.1591
P -0.70599 1.77390 2.76039 0.5853 0.0223 1.1627
O -0.31904 3.20665 2.07098 -0.7088 -0.2558 -0.1705
Cl -2.48726 1.29007 1.70089 0.1310 0.0832 -0.1286
O 1.46781 0.45237 3.70498 0.2594 0.5566 -0.2967
C 2.60522 -0.25272 4.05132 -0.8000 -1.0758 0.2530
C 3.10253 -1.05885 2.81498 0.9353 0.0802 0.8441
C 4.58293 -0.75850 2.41665 -0.1099 0.5816 -0.1336
C 4.80258 -0.19687 1.04736 -0.0901 -1.1926 -2.7675
O 4.74985 -0.80321 -0.01759 0.1326 1.8024 2.8941
F 5.20104 1.10300 1.07345 0.0325 -0.7263 -0.1878
O 2.18363 -0.93413 1.81453 -0.3946 -0.0550 -0.2015
H 0.19865 -4.36630 2.65251 -0.0993 -0.1833 0.2317
H 1.44974 -3.12960 2.66576 0.2008 0.1320 -0.0030
H 0.87159 -3.84148 1.15150 0.3070 -0.0428 -0.1852
H -0.76701 -2.30382 0.97462 -0.0835 0.2864 -0.2015
H -1.63516 -3.15273 3.47180 -0.0782 -0.0065 0.2495
H 0.14304 -1.49917 3.75368 0.1479 -0.0104 0.2495
H -1.22677 -0.72039 3.04667 -0.3275 0.0212 -0.0945
H 0.09745 1.14381 0.06500 -0.1277 0.3325 0.0366
H -0.68766 -0.39844 0.22993 -0.1757 -0.2398 0.0640
H 2.20780 -0.00462 -0.65126 0.1560 0.2121 0.2195
H 1.88636 -2.32112 -0.16872 -0.0850 -0.1432 0.3017
H 1.77828 -2.09446 -1.88182 0.1085 -0.0780 -0.1949
H 0.29074 -2.34244 -0.99424 -0.3232 -0.0991 0.1384
H 0.41550 -0.53526 -2.57145 -0.2289 -0.1505 -0.0998
H -0.63758 3.20780 1.15895 0.3716 0.2833 -0.4638
H 2.28593 -1.01688 4.77737 0.1033 -0.0389 0.1895
H 3.36079 0.32274 4.57856 0.2111 0.5548 -0.3556
H 3.16395 -2.08246 3.18837 -0.2513 -0.3805 -0.2825
H 5.01329 -0.06854 3.13124 0.0350 0.2197 0.1540
H 5.17143 -1.66540 2.46930 0.0307 -0.3174 -0.1388
C 0.10193 3.60635 -3.28221 0.1235 -0.0245 0.0839
C -1.11002 3.17333 -2.47506 -0.0094 0.1839 -0.2277
C -2.40768 3.41437 -3.23394 -0.0856 -0.0493 0.1086
O -1.13742 3.85548 -1.22365 -0.0714 -0.1714 0.3043
H 0.05330 4.67921 -3.49718 -0.0702 0.0035 -0.0517
H 1.01511 3.42054 -2.71803 -0.0176 -0.0836 0.0025
H 0.16116 3.06631 -4.22858 -0.0008 -0.0059 0.0076
H -1.01737 2.11482 -2.22943 0.0985 0.0304 0.1094
H -2.53415 4.48046 -3.44701 0.0479 0.0045 -0.0587
H -3.26311 3.09507 -2.63707 0.0040 -0.0398 0.0139
H -2.41922 2.87065 -4.18046 0.0121 0.0062 -0.0160
H -1.20619 4.80089 -1.38795 0.0388 0.0377 -0.0447
C -3.42571 -0.41755 -1.20389 0.1761 -0.0252 0.0553
C -2.78504 -0.56094 -2.57504 -0.3295 -0.1598 0.1172
C -3.82473 -0.81077 -3.65917 0.0909 0.0376 -0.1285
O -1.82580 -1.62060 -2.57290 0.1331 0.1078 -0.1229
H -3.94992 -1.34047 -0.93360 -0.0457 0.0215 -0.0368
H -2.67684 -0.22085 -0.43437 -0.0973 -0.0292 -0.1864
H -4.14348 0.40442 -1.18735 -0.0190 -0.0006 -0.0078
H -2.22424 0.34450 -2.81044 0.1175 -0.0689 0.0090
H -4.36464 -1.74140 -3.46106 -0.0429 0.0282 0.0670
H -3.34707 -0.90937 -4.63541 0.0139 0.0343 0.0118
H -4.54939 0.00380 -3.70602 -0.0158 -0.0044 0.0141
H -2.29387 -2.43464 -2.35982 0.0136 -0.0281 0.0638
```
Positions in Å, forces in eV/Å.

Properties
Total charge = -1
E_LUMO = 2.67 eV
HOMO level = -4.27 eV



# 2
The following is a quantum chemistry calculation of a cluster of 7 separate species, C48H88N3O12PS in total, from OMol25.

XYZ file:
```
153
Properties=species:S:1:pos:R:3:forces:R:3
C 4.68004 -0.45116 -0.29650 -0.9509 0.1681 0.8326
C 4.24970 0.57678 0.88981 1.2634 0.3309 -0.9145
C 2.78949 1.18935 0.69230 -0.2871 1.3431 0.1273
C 1.66175 0.63182 1.75370 1.4747 -1.3020 -0.3924
P 2.32529 1.37242 3.35468 -1.3240 -0.5351 1.4289
S 1.53719 3.07250 3.89218 -0.1478 0.5668 -0.2497
C 1.93969 -0.96596 1.54406 0.5034 0.0858 0.4551
O 2.64963 -1.75961 2.18548 -2.3780 2.8000 -2.5579
N 1.17827 -1.18697 0.30671 0.2837 -0.1362 0.8118
C -0.15675 -0.44340 0.36064 1.6907 -1.6671 -1.9243
C -0.38612 -0.21931 -1.21327 -1.1410 1.1797 -0.6466
C -1.87842 0.41195 -1.41956 0.1723 -0.5042 -0.2623
C -2.79492 -0.43790 -2.41633 -0.4070 0.4089 0.1112
N -4.09293 0.32687 -2.64087 -0.0039 -1.1571 0.3633
C -1.10974 -1.64046 0.84139 -0.1062 -0.4911 2.1635
O -1.66206 -2.48478 -0.18566 1.3666 -0.3082 0.3159
C -0.78900 -3.55547 -0.56682 -0.6084 -0.8381 -2.1606
O -0.64770 -4.60597 0.42981 2.0832 1.9203 -1.1327
C 0.80333 -4.85380 0.50012 -0.0238 -1.5609 1.3134
C 1.37717 -5.68910 -0.73853 0.9082 0.3600 -0.0832
O 2.07382 -4.84333 -1.72686 -1.0786 -0.3487 -0.1378
C 0.09447 0.84955 1.33869 0.1778 1.2175 0.0446
C -1.00876 0.97420 2.51410 -0.8274 0.5226 -0.2094
C -0.83902 0.27520 3.90540 -0.4607 -0.0029 1.5474
C -0.48260 -1.25440 4.04351 0.6596 -2.5958 0.7158
N -1.59107 -2.24306 3.90629 1.7002 2.4590 1.3682
O 0.63046 -1.73941 4.36521 -3.0321 2.2645 -1.0688
C -0.17447 2.32709 0.70389 -1.1275 0.4083 1.1648
O 0.45398 2.64418 -0.53561 -0.2277 1.6148 -0.4471
C 0.21121 3.97037 -0.95918 -1.0095 3.8074 -2.4932
C -0.38880 4.13889 -2.40798 0.4657 2.4355 1.3152
C -0.66678 5.52827 -3.03118 1.7790 -0.3198 3.6180
C -0.33690 6.81854 -2.23187 0.7136 -2.8228 1.9455
C 0.23239 6.71836 -0.79431 -0.7072 -3.8161 -2.2355
C 0.50954 5.26789 -0.18867 -1.0651 0.4521 -2.4583
H 5.56266 -1.06327 0.08603 -1.1258 0.7768 -0.8366
H 4.91489 0.10281 -1.27781 -0.2758 -0.8619 1.5935
H 3.78155 -1.14919 -0.46947 1.5817 0.7694 0.0874
H 5.00667 1.45060 0.81691 -1.2821 -1.2842 0.2519
H 4.44407 0.09464 1.91321 -0.5883 0.5580 -1.6210
H 2.43162 1.10501 -0.39778 0.5416 0.0386 1.7362
H 2.85904 2.32360 0.91457 -0.1936 -1.6477 -0.5138
H 1.98418 0.42301 4.40092 0.6966 0.1941 -1.0330
H 3.74477 1.51742 3.41908 -0.5704 -0.6262 -0.5683
H 1.63736 -0.94068 -0.58717 0.2190 -0.3997 1.1579
H 0.42090 0.45578 -1.70144 -1.3438 -0.7430 1.2140
H -0.28465 -1.19025 -1.83598 -0.4005 1.2822 1.5205
H -2.39614 0.46116 -0.38425 0.7121 -0.1373 -1.6552
H -1.83172 1.49030 -1.81474 0.0007 -1.5880 0.5587
H -2.29372 -0.57809 -3.44379 -0.5563 0.3024 1.5813
H -3.10318 -1.46555 -2.03065 1.1256 1.2629 -0.1883
H -4.80484 -0.42258 -2.76288 0.4714 1.0067 -0.0589
H -4.38238 0.80461 -1.77194 0.4091 -0.3731 -0.5127
H -1.99139 -1.34829 1.50863 1.1665 -0.1342 -1.2195
H -0.45250 -2.32387 1.50784 -1.1300 1.2675 -0.8689
H 0.22776 -3.18403 -0.97628 -1.4839 -0.4647 1.2266
H -1.29146 -4.06630 -1.47920 0.4178 1.0408 1.4193
H 0.93237 -5.52942 1.43181 -0.2827 1.0099 -1.4784
H 1.38036 -3.89322 0.73528 -0.7110 -1.2768 -0.7365
H 2.20754 -6.37546 -0.31671 -1.5009 0.8968 -0.7207
H 0.59671 -6.27680 -1.32683 0.7957 0.5658 1.3699
H 1.55148 -4.81548 -2.56363 0.5037 -0.0396 1.0521
H -1.17793 2.09261 2.77757 0.6482 -1.8552 -0.4160
H -2.02137 0.69504 2.02255 1.6856 0.1466 0.8356
H -0.12341 0.85560 4.60716 -0.9373 -0.9327 -1.4716
H -1.86019 0.39212 4.45074 1.5708 -0.2226 -0.9750
H -2.50152 -1.76750 3.99313 0.5642 -0.5230 0.0370
H -1.42544 -2.88813 4.70486 -0.5296 0.1060 -1.0133
H 0.10195 3.16400 1.45549 -0.2239 -1.7897 -0.8289
H -1.32194 2.40668 0.58654 1.6276 -0.1537 -0.0738
H -0.62390 3.19255 -3.02172 0.4484 1.6826 1.1492
H -1.07404 5.63837 -4.08673 0.5974 -0.3604 1.6456
H -0.51273 7.84662 -2.69872 0.2436 -1.7237 0.7534
H 0.48872 7.62646 -0.14066 -0.5484 -1.5863 -1.2418
H 0.94704 5.22814 0.85985 -0.6468 -0.0289 -1.5172
C 2.49518 -1.67772 -5.82907 0.0810 0.3483 0.2828
C 3.23673 -2.93412 -6.22892 0.2679 -0.1658 -0.3869
C 2.52305 -3.99353 -5.41360 -0.0077 -0.1913 0.2414
O 1.16658 -3.55331 -5.25534 0.1605 0.1334 0.0100
C 1.07446 -2.18500 -5.67536 -0.2965 -0.0673 -0.1394
H 2.58150 -0.86685 -6.55437 -0.0326 -0.0562 0.0528
H 2.86962 -1.31677 -4.86522 -0.0045 0.0091 -0.0756
H 3.09333 -3.12544 -7.29760 0.0143 -0.0152 0.0650
H 4.30926 -2.89396 -6.03038 -0.0788 0.0008 0.0572
H 2.96276 -4.08909 -4.41469 0.0849 -0.0347 -0.0517
H 2.53709 -4.97390 -5.89579 -0.1142 0.0318 0.0621
H 0.53962 -2.16318 -6.63105 -0.0173 0.0967 0.0166
H 0.50085 -1.61294 -4.94217 -0.0343 -0.1225 0.0061
C 6.87966 -3.99597 -2.40592 -0.0308 -0.4631 0.0130
C 7.99524 -3.00370 -2.64950 0.2359 0.2927 0.2567
C 7.63993 -2.45946 -4.01942 -0.0020 0.0175 -0.3504
O 6.21132 -2.51420 -4.12945 0.1697 -0.1157 0.1674
C 5.69503 -3.30085 -3.04631 -0.3176 0.2163 0.0397
H 6.71883 -4.22671 -1.35145 -0.0294 0.0250 -0.0858
H 7.09369 -4.93192 -2.93268 -0.0388 0.0401 0.0683
H 7.94757 -2.20199 -1.90502 0.0442 -0.0433 -0.0539
H 8.99264 -3.44520 -2.61200 -0.0659 0.0451 -0.0302
H 8.06177 -3.08151 -4.81617 0.0995 0.0333 0.0197
H 7.98013 -1.43124 -4.16351 -0.1124 -0.0388 -0.0521
H 5.20611 -2.61988 -2.34117 -0.0536 -0.1014 0.0535
H 4.94980 -4.00411 -3.42485 0.0418 0.1059 -0.0263
C -4.01731 -6.16413 3.62714 0.1463 -0.3636 -0.1831
C -4.74794 -5.93327 4.93029 -0.3856 0.2233 0.1575
C -3.62587 -5.48988 5.84759 0.2688 -0.0958 0.2465
O -2.65878 -4.81771 5.02722 -0.2623 -0.1335 -0.0335
C -2.97799 -5.06136 3.64820 0.1164 0.2152 -0.2055
H -4.66328 -6.12352 2.74830 0.0464 0.0290 0.0594
H -3.52490 -7.14223 3.64573 -0.0308 0.0607 -0.0570
H -5.47363 -5.12359 4.80931 0.0036 -0.1564 0.0430
H -5.27722 -6.81321 5.29944 0.0161 0.0967 -0.0053
H -3.13073 -6.34837 6.31387 -0.0581 -0.0004 0.0671
H -3.97014 -4.81604 6.63589 0.1146 0.0153 -0.0431
H -3.37733 -4.13218 3.22791 0.0359 -0.0691 -0.1367
H -2.07096 -5.32859 3.10219 -0.0039 0.1599 0.0770
C 5.00964 7.23567 -1.66146 0.2944 0.1913 -0.2831
C 3.93872 6.18112 -1.83643 -0.4440 -0.0258 0.0356
C 4.54757 4.99580 -1.11276 0.1975 -0.2809 0.0167
O 5.36923 5.52493 -0.06408 -0.1136 0.1470 -0.2338
C 5.52440 6.93472 -0.26737 -0.0260 0.0160 0.3507
H 4.64119 8.25762 -1.76756 0.0348 -0.0616 0.0324
H 5.80703 7.08086 -2.39615 -0.0381 0.0605 0.0525
H 3.01780 6.48784 -1.33063 0.0489 -0.0396 -0.0973
H 3.69803 5.96615 -2.87907 0.0040 -0.0160 0.0803
H 5.19137 4.41072 -1.77874 -0.0737 -0.0563 -0.0624
H 3.79094 4.33153 -0.68718 0.0628 0.0231 0.0623
H 4.93014 7.45073 0.49476 0.0443 0.0928 -0.0253
H 6.57313 7.21148 -0.13758 -0.0371 -0.1061 0.0604
C -8.16118 -3.45233 2.05930 0.3322 0.2217 -0.2925
C -9.21803 -4.51903 1.88181 -0.4756 -0.0111 -0.0096
C -8.59592 -5.70123 2.59827 0.2057 -0.3011 0.0380
O -7.77799 -5.16713 3.64872 -0.1389 0.2167 -0.2727
C -7.64045 -3.75326 3.45067 -0.0565 -0.0270 0.3620
H -8.54236 -2.43468 1.95821 0.0393 -0.0658 0.0326
H -7.36325 -3.59413 1.32271 -0.0425 0.0530 0.0526
H -10.13941 -4.21655 2.39029 0.0396 -0.0461 -0.0630
H -9.45807 -4.73113 0.83853 0.0245 -0.0120 0.0815
H -7.94778 -6.27614 1.92814 -0.0790 -0.0394 -0.0507
H -9.34372 -6.37530 3.02238 0.1179 0.0242 0.0658
H -8.23936 -3.24810 4.21630 0.0538 0.0950 -0.0224
H -6.59459 -3.46387 3.57931 -0.0176 -0.0940 0.0491
C -4.31356 8.76076 0.56339 -0.3549 -0.2661 -0.0426
C -3.89360 9.79624 1.58295 0.0205 0.4666 0.0116
C -2.77287 9.08284 2.31343 0.1554 -0.2293 0.2196
O -2.15698 8.19962 1.36651 -0.2651 0.1743 -0.0451
C -2.98832 8.12046 0.20039 0.2905 -0.0541 -0.1538
H -4.83461 9.17944 -0.29939 0.0531 -0.0452 0.0435
H -4.96968 8.02106 1.03413 0.0263 0.0428 -0.0714
H -3.50222 10.68226 1.07211 -0.0388 -0.0333 0.0676
H -4.70042 10.11337 2.24602 0.0755 -0.0248 -0.0236
H -3.15960 8.47392 3.13758 -0.0187 0.0853 0.0587
H -2.02549 9.77318 2.71160 0.0341 -0.1155 -0.0419
H -2.48886 8.67070 -0.60459 -0.0734 -0.0533 -0.0843
H -3.09506 7.07737 -0.10514 0.1429 0.0384 0.0463
```
Positions in Å, forces in eV/Å.

Properties
SMILES = CCC[C@]1([PH2]=S)C(=O)N[C@@](CCCN)(COCOCCO)[C@]1(CCC(N)=O)COc1ccccc1.C1CCOC1.C1CCOC1.C1CCOC1.C1CCOC1.C1CCOC1.C1CCOC1
E_LUMO = 0.28 eV
HOMO level = -8.45 eV